ORCA calculation (wB97M-V/def2-TZVPD) on a molecular structure, C24H50FeN3O2PSb in a non-equilibrium geometry.

- Calculated total energy: -84476.9453 eV
- Energy above the lowest of the compared OMol25 structures with the same formula, charge and spin: 1.223 eV
- Largest force on an atom: 2.26 eV Å⁻¹
- Frontier orbital gap (alpha / beta): 8.073 / 7.535 eV
- HOMO level (alpha / beta): -7.333 / -6.988 eV
- Expectation value of S²: 8.785

```
! RIJCOSX wB97M-V def2-TZVPD def2/J DEFGRID3
* xyz 0 6
Fe 0.55 -0.30 0.19
C -1.00 4.02 3.27
C -1.03 4.23 1.77
C -0.57 5.62 1.39
Sb 0.01 2.49 0.75
C 2.04 2.55 1.68
C 2.96 1.71 0.81
C 2.63 3.92 1.96
C 0.40 3.30 -1.28
C 1.40 4.43 -1.41
C -0.93 3.63 -1.92
H -1.63 4.76 3.77
H 0.01 4.13 3.67
H -1.37 3.03 3.53
H -2.06 4.10 1.43
H 0.47 5.79 1.65
H -1.17 6.36 1.93
H -0.71 5.80 0.33
H 1.90 2.03 2.63
H 3.13 2.18 -0.16
H 2.53 0.70 0.62
H 3.93 1.57 1.29
H 2.71 4.52 1.06
H 3.64 3.81 2.38
H 2.03 4.46 2.68
H 0.80 2.40 -1.76
H 1.10 5.30 -0.84
H 1.48 4.73 -2.46
H 2.39 4.12 -1.08
H -1.42 4.47 -1.42
H -1.60 2.77 -1.88
H -0.79 3.91 -2.97
C -2.30 -5.26 -1.46
N -1.16 -4.52 -0.98
C 0.11 -4.98 -1.11
C 1.17 -4.24 -0.73
C 0.93 -2.91 -0.22
O 1.85 -2.12 0.12
N -0.35 -2.50 -0.08
C -1.41 -3.25 -0.40
O -2.57 -2.92 -0.22
H -2.02 -6.28 -1.73
H -2.73 -4.75 -2.32
H -3.07 -5.28 -0.68
H 0.22 -5.97 -1.51
H 2.19 -4.59 -0.82
C -2.70 0.25 2.75
C -2.09 -1.14 2.89
P -0.26 -1.12 2.56
C 0.29 -2.83 3.08
C -0.60 -3.63 4.02
C 0.42 -0.09 3.96
C 0.14 -0.51 5.40
H -3.78 0.20 2.87
H -2.49 0.65 1.75
H -2.31 0.93 3.50
H -2.52 -1.80 2.13
H -2.31 -1.55 3.88
H 1.30 -2.71 3.50
H 0.41 -3.40 2.16
H -0.71 -3.14 4.99
H -0.16 -4.61 4.19
H -1.58 -3.78 3.59
H 0.05 0.93 3.79
H 1.50 -0.08 3.79
H -0.93 -0.55 5.59
H 0.58 0.22 6.08
H 0.58 -1.48 5.61
C 0.67 0.83 -3.93
C 0.41 -0.36 -2.97
C 1.54 -1.40 -3.20
C -0.96 -0.98 -3.32
N 0.42 0.04 -1.64
H 0.65 0.48 -4.96
H 1.63 1.28 -3.72
H -0.11 1.58 -3.80
H 1.67 -1.59 -4.27
H 1.32 -2.34 -2.70
H 2.47 -1.01 -2.79
H -0.90 -1.58 -4.23
H -1.69 -0.19 -3.47
H -1.31 -1.60 -2.50
*
```

Charge distribution, Löwdin scheme, values in e: atom 1 (Fe): 0.475, atom 2 (C): -0.160, atom 3 (C): -0.535, atom 4 (C): -0.143, atom 5 (Sb): 1.508, atom 6 (C): -0.554, atom 7 (C): -0.149, atom 8 (C): -0.138, atom 9 (C): -0.562, atom 10 (C): -0.134, atom 11 (C): -0.164, atom 12 (H): 0.079, atom 13 (H): 0.064, atom 14 (H): 0.039, atom 15 (H): 0.075, atom 16 (H): 0.060, atom 17 (H): 0.080, atom 18 (H): 0.051, atom 19 (H): 0.055, atom 20 (H): 0.070, atom 21 (H): 0.027, atom 22 (H): 0.085, atom 23 (H): 0.057, atom 24 (H): 0.079, atom 25 (H): 0.051, atom 26 (H): 0.023, atom 27 (H): 0.055, atom 28 (H): 0.079, atom 29 (H): 0.051, atom 30 (H): 0.059, atom 31 (H): 0.064, atom 32 (H): 0.075, atom 33 (C): -0.029, atom 34 (N): -0.055, atom 35 (C): -0.060, atom 36 (C): -0.004, atom 37 (C): -0.581, atom 38 (O): -0.092, atom 39 (N): 0.091, atom 40 (C): -0.546, atom 41 (O): 0.032, atom 42 (H): 0.087, atom 43 (H): 0.098, atom 44 (H): 0.092, atom 45 (H): 0.127, atom 46 (H): 0.109, atom 47 (C): -0.161, atom 48 (C): -0.388, atom 49 (P): 0.968, atom 50 (C): -0.368, atom 51 (C): -0.145, atom 52 (C): -0.416, atom 53 (C): -0.143, atom 54 (H): 0.074, atom 55 (H): 0.038, atom 56 (H): 0.045, atom 57 (H): 0.067, atom 58 (H): 0.071, atom 59 (H): 0.084, atom 60 (H): 0.050, atom 61 (H): 0.051, atom 62 (H): 0.074, atom 63 (H): 0.067, atom 64 (H): 0.039, atom 65 (H): 0.072, atom 66 (H): 0.066, atom 67 (H): 0.072, atom 68 (H): 0.058, atom 69 (C): -0.056, atom 70 (C): -0.736, atom 71 (C): -0.048, atom 72 (C): -0.032, atom 73 (N): -0.017, atom 74 (H): 0.080, atom 75 (H): 0.076, atom 76 (H): 0.058, atom 77 (H): 0.072, atom 78 (H): 0.054, atom 79 (H): 0.079, atom 80 (H): 0.079, atom 81 (H): 0.073, atom 82 (H): 0.054